1.
Computed, not measured: 2 unconnected molecules or ions with the total composition C4H8O2, with ωB97M-V/def2-TZVPD.

```
14
Properties=species:S:1:pos:R:3:forces:R:3:lowdin_charge:R:1
H 1.146633 -1.047127 -1.796439 0.0 0.1 0.1 0.060
C 1.749287 -0.397536 -1.174635 0.2 -0.1 -0.2 0.140
C -0.266675 0.103758 0.255727 0.1 0.0 0.0 -0.475
H 2.144651 0.471393 -1.688738 -0.1 -0.1 0.1 0.033
C 0.010623 1.120721 -0.654522 -0.1 0.0 0.1 0.002
H 0.917690 1.675184 -0.427083 -0.1 -0.1 0.0 0.070
O 0.613288 -0.783452 0.461162 -0.1 0.2 -0.1 -0.031
H 2.483721 -0.897393 -0.553273 -0.1 0.1 -0.1 0.050
O -1.750169 -1.294941 1.578211 0.2 -0.1 0.1 -0.051
C -1.533843 -0.004356 1.074269 0.0 0.3 -0.2 -0.201
H -1.466900 0.739608 1.886084 0.0 -0.1 -0.1 0.133
H -2.389049 0.282326 0.450916 0.1 0.0 0.1 0.130
H -0.869754 -1.687218 1.677759 -0.1 0.0 0.0 0.080
H -0.789502 1.719032 -1.089438 0.1 -0.1 0.1 0.062
```
Forces are in eV/Å.

Calculated values
Kohn-Sham gap (alpha / beta), hartree: 0.291 / 0.291

***

2.
Computed, not measured: 2 unconnected molecules or ions with the total composition C4H8O2 at a distorted geometry, with ωB97M-V/def2-TZVPD.

```
14
Properties=species:S:1:pos:R:3:forces:R:3:lowdin_charge:R:1
O 0.099866 -2.009190 0.861890 -0.8 -0.6 -1.9 -0.103
O 0.685247 -0.040757 -0.980983 0.9 0.0 3.1 -0.114
H -1.715429 -1.884282 -0.137187 0.0 0.2 0.8 0.104
H 0.209816 -2.737479 0.113654 -0.4 2.6 2.3 0.168
H -3.011335 -0.668805 1.769312 1.4 0.4 -0.6 0.057
C 1.560848 1.026420 -1.194445 -1.6 0.1 -1.8 -0.274
H 2.319148 0.725107 -1.964493 0.3 0.5 1.6 0.119
C 1.186955 2.308230 -1.020024 2.8 -0.9 -1.1 0.015
H 2.040846 2.971079 -1.247397 -0.9 0.1 0.0 0.057
H -1.265143 0.008835 2.277770 -0.5 -0.7 0.7 0.045
H 0.198029 2.689490 -0.973373 -0.6 0.0 1.0 0.049
H 0.785250 -0.247779 0.034053 -0.5 0.3 -2.9 0.115
C -1.200137 -1.446596 0.740252 -2.1 -0.7 1.9 -0.247
C -1.893962 -0.694269 1.720966 2.3 -1.3 -2.9 0.007
```
Forces are in eV/Å.

Calculated values
SMILES: C=CO.C=CO
Kohn-Sham gap, hartree: 0.349

***

3.
Computed, not measured: 2 unconnected molecules or ions with the total composition C4H8O2 at a distorted geometry, with ωB97M-V/def2-TZVPD.

```
14
Properties=species:S:1:pos:R:3:forces:R:3:lowdin_charge:R:1
H -0.784046 -0.074645 -1.410854 -0.3 0.7 -0.4 0.111
O 1.115219 -0.308479 -0.990786 -0.6 -0.5 0.3 -0.146
H 2.460694 1.147211 -0.350040 -0.1 -0.1 0.0 0.087
H 3.147437 -0.461684 -0.626165 -0.6 0.0 0.0 0.094
H -2.043945 -1.711564 -0.487429 0.1 -0.5 0.2 0.014
C -0.413023 1.147039 0.353255 -0.4 0.3 0.2 -0.268
H -1.622854 -1.325814 1.263922 0.1 -0.2 -0.2 0.024
H -2.923388 -0.414937 0.410976 1.3 0.1 -0.4 0.045
H 2.120324 -0.167731 0.805078 0.2 0.0 0.2 0.092
O -1.503745 1.344996 0.851219 0.4 0.8 0.1 -0.006
H 0.392386 1.845480 0.617764 0.3 0.0 -0.2 0.121
C -0.169427 0.010782 -0.538736 -1.1 -0.3 0.3 -0.141
C 2.263428 0.072896 -0.247218 -0.1 0.1 0.3 -0.097
C -1.969342 -0.975223 0.298621 0.9 -0.5 -0.4 0.070
```
Forces are in eV/Å.

Calculated values
Kohn-Sham gap (alpha / beta), hartree: 0.307 / 0.307

***

4.
Computed, not measured: a single C4H8O2 molecule at a distorted geometry, with ωB97M-V/def2-TZVPD.

```
14
Properties=species:S:1:pos:R:3:forces:R:3:lowdin_charge:R:1
H -1.594600 0.753129 -1.290213 -0.4 0.0 0.4 0.092
C -1.369470 -0.503365 0.317964 -0.3 0.4 -0.7 -0.186
H 0.186947 -1.909596 1.058612 0.0 0.7 -0.9 0.144
O -1.287806 -0.132251 -1.078258 -2.1 -0.3 -0.2 -0.129
C 0.056632 -0.868538 0.661450 0.4 0.4 -1.5 -0.185
O 0.857166 -0.009113 1.434033 -0.2 0.1 0.3 -0.108
H -1.775906 0.321842 0.911131 0.1 -0.2 0.1 0.126
H 0.472812 1.744311 0.400011 0.2 -0.2 -0.1 0.119
H 2.189522 1.271891 0.432977 0.2 0.1 0.3 0.111
C 0.876684 -0.010178 -0.791954 0.9 -0.8 0.8 -0.044
H -2.039782 -1.369168 0.366218 0.1 0.2 0.2 0.113
C 1.171990 0.887490 0.380383 0.5 0.4 0.0 -0.237
H 1.561618 -0.783196 -1.083795 1.2 0.1 0.2 0.075
H 0.694196 0.606738 -1.718561 -0.7 -1.1 0.9 0.107
```
Forces are in eV/Å.

Calculated values
SMILES: OC[C@H]1CCO1
Kohn-Sham gap, hartree: 0.346

***

5.
Computed, not measured: a single C4H8O2 molecule, with ωB97M-V/def2-TZVPD.

```
14
Properties=species:S:1:pos:R:3:forces:R:3:lowdin_charge:R:1
O 0.623987 -0.187707 -2.484920 -0.3 0.2 0.4 0.058
H -0.131817 1.174854 1.499006 0.0 -0.1 -0.2 0.123
H 1.759683 -1.362630 -0.462818 0.0 0.1 0.1 0.079
C 1.375228 -0.591583 0.209422 0.0 0.0 0.0 -0.063
O -1.868781 0.032424 1.446533 0.0 -0.1 0.3 -0.069
C -0.161821 0.157396 -1.636470 0.2 -0.1 -0.2 -0.229
H -1.305574 1.518420 0.222561 0.1 -0.1 0.1 0.116
C -0.062445 -0.241565 -0.175782 0.0 0.0 0.0 -0.318
H -1.051514 0.768379 -1.906222 0.1 -0.1 0.0 0.128
H 2.042531 0.274033 0.125686 -0.2 -0.1 0.0 0.089
H 1.430962 -0.965102 1.238135 0.0 0.1 -0.2 0.080
C -0.816455 0.706983 0.776052 0.2 0.2 -0.2 -0.237
H -0.678698 -1.152061 -0.126165 0.1 -0.1 -0.2 0.151
H -1.474094 -0.617997 2.041941 -0.1 0.1 -0.1 0.090
```
Forces are in eV/Å.

Calculated values
SMILES: C[C@H](C=O)CO
Kohn-Sham gap, hartree: 0.390

***

6.
Computed, not measured: a single C4H8O2 molecule, with ωB97M-V/def2-TZVPD.

```
14
Properties=species:S:1:pos:R:3:forces:R:3:lowdin_charge:R:1
C 1.498358 1.061798 -0.205815 0.1 0.2 -0.3 -0.278
O 2.109742 0.332234 0.802585 0.0 -0.2 0.1 -0.012
H -2.588739 0.550693 -0.201988 0.1 0.0 0.1 0.089
O 0.085357 1.087336 -0.081051 0.0 -0.1 0.1 -0.033
H -1.870143 0.574697 1.411308 0.0 -0.1 -0.1 0.089
C -0.553368 -0.115940 -0.114536 -0.1 -0.2 0.0 -0.422
C -0.042058 -1.257257 -0.592449 0.0 0.1 0.0 0.042
H 0.927758 -1.324531 -1.077038 -0.1 0.0 0.1 0.063
H 1.767885 0.701283 -1.210800 0.0 0.0 0.2 0.128
H -2.356234 -0.976955 0.677888 0.1 0.1 -0.1 0.082
H 1.763587 -0.572118 0.755204 0.1 0.1 0.1 0.074
H -0.632516 -2.165274 -0.554985 0.0 0.2 0.0 0.065
H 1.815172 2.097689 -0.086538 0.0 -0.1 -0.1 0.135
C -1.924796 0.006341 0.478209 0.0 0.0 0.0 -0.023
```
Forces are in eV/Å.

Calculated values
SMILES: C=C(C)OCO
Kohn-Sham gap, hartree: 0.375

***

7.
Computed, not measured: a single C4H8O2 molecule, with ωB97M-V/def2-TZVPD.

```
14
Properties=species:S:1:pos:R:3:forces:R:3:lowdin_charge:R:1
C -1.859857 -0.607583 -0.426043 0.0 0.0 0.0 -0.074
C 1.650421 -0.176476 1.296374 0.4 0.0 0.0 -0.230
O 2.780032 -0.558583 1.476602 -0.5 0.2 -0.1 0.056
H -1.735345 -1.127985 0.529484 -0.1 0.1 -0.2 0.075
C 1.268824 0.931660 0.324130 0.2 0.1 0.0 -0.190
H 0.220765 -0.821104 -0.974534 -0.1 0.1 0.0 0.120
O -0.108817 0.939398 0.069202 0.0 0.1 0.0 -0.161
H -0.632520 0.445945 -1.869729 0.0 0.0 0.2 0.122
H 0.786306 -0.596958 1.858106 0.1 0.0 0.0 0.133
H -2.243334 -1.315585 -1.167739 0.1 0.1 0.1 0.077
H 1.880386 0.845141 -0.585491 -0.1 0.0 0.1 0.135
C -0.534698 -0.026923 -0.880647 -0.1 -0.2 -0.1 -0.280
H -2.603451 0.183737 -0.291337 0.1 -0.1 0.0 0.079
H 1.515416 1.892337 0.792108 0.0 -0.1 0.0 0.138
```
Forces are in eV/Å.

Calculated values
SMILES: CCOCC=O
Kohn-Sham gap, hartree: 0.393

***

8.
Computed, not measured: a single C4H8O2 molecule, with ωB97M-V/def2-TZVPD.

```
14
Properties=species:S:1:pos:R:3:forces:R:3:lowdin_charge:R:1
H 1.439243 0.675986 -0.574056 -0.1 -0.1 0.1 0.129
C 0.679412 -0.095576 -0.506618 0.0 0.1 0.2 -0.151
C 0.039757 -0.387871 0.629515 0.0 -0.1 -0.3 -0.156
C 0.331270 1.688855 1.763906 0.0 0.3 0.1 -0.094
H -0.514410 2.126007 2.303052 0.1 0.0 0.0 0.087
H 0.324167 2.071503 0.739704 0.0 -0.1 0.1 0.079
H 1.256866 1.995148 2.257866 0.0 0.0 -0.1 0.090
H -1.542349 -0.948808 -1.416242 0.0 0.0 -0.1 0.092
O 0.211889 0.279876 1.808756 0.1 0.0 0.1 -0.142
C -0.672308 -1.465029 -1.834941 -0.2 -0.2 0.0 -0.109
H -0.563085 -2.411281 -1.291728 0.1 0.0 -0.1 0.094
H -0.655110 -1.214899 0.744548 0.1 0.1 -0.2 0.118
O 0.472820 -0.657961 -1.725096 0.1 0.0 0.0 -0.129
H -0.808161 -1.655950 -2.898666 -0.1 -0.1 0.1 0.092
```
Forces are in eV/Å.

Calculated values
SMILES: CO/C=C/OC
Kohn-Sham gap, hartree: 0.338

***

DFT total energy for the records above, in order: -8368.160, -8368.922, -8368.151, -8368.526, -8371.950, -8371.768, -8371.665, -8370.645 eV
Energy relative to the best compared isomer or geometry (same formula, charge and spin) for the records above, in order: 5.121, 4.360, 5.130, 4.755, 1.332, 1.514, 1.617, 2.637 eV